[1]
Below is a single C6H11NO molecule in a non-equilibrium geometry, with properties calculated with the ωB97M-V functional and the def2-TZVPD basis.

Summary:
SMILES = NCC/C=C/C=C/O
Gap between HOMO and LUMO = 9.3547 eV
E_tot = -365.136441 a.u.
Relative energy (zero: lowest compared OMol25 entry of this formula, charge and spin) = 59.63 kcal per mole
HOMO energy = -8.42 eV
LUMO level = 0.93 eV

Last column: natural (NBO) charge in e.
CARTESIAN COORDINATES (ANGSTROEM)
N 1.78038 1.47706 -1.78485  -0.90
C 0.99790 2.18442 -0.77908  -0.20
C -0.42330 1.59470 -0.60384  -0.46
C -0.55992 0.49873 0.41016  -0.18
C 0.17312 -0.62039 0.38694  -0.23
C -0.11517 -1.80193 1.23012  -0.30
C -1.25432 -2.47590 1.15004  0.13
O -1.45491 -3.50381 2.05503  -0.70
H 2.75555 1.63183 -1.83693  0.37
H 1.39035 0.80451 -2.43551  0.38
H 0.80860 3.20801 -1.08947  0.18
H 1.52432 2.00605 0.15376  0.20
H -1.03840 2.46405 -0.33427  0.21
H -0.99403 1.29273 -1.48871  0.22
H -1.33229 0.54845 1.17124  0.20
H 1.04365 -0.65521 -0.26372  0.21
H 0.59136 -2.04389 2.01513  0.22
H -2.05629 -2.34312 0.44419  0.17
H -1.83660 -4.26627 1.59976  0.47

=====

[2]
Below is 3 unconnected molecules or ions with the total composition C24H50F4N3O8P2 in a non-equilibrium geometry, with properties calculated with the ωB97M-V functional and the def2-TZVPD basis.

Summary:
Total charge = +1
Gap between HOMO and LUMO = 5.5453 eV
E_tot = -2792.315158 a.u.
HOMO energy = -11.54 eV
LUMO level = -6.00 eV

Last column: Löwdin charge in e.
CARTESIAN COORDINATES (ANGSTROEM)
C 1.63069 -2.14724 1.88727  0.12
C 0.85669 -2.10534 0.90166  -0.11
C -0.32673 -1.92089 -0.11443  -0.16
N -1.05716 -0.62803 -0.01051  -0.05
C -0.15611 0.55883 0.10727  -0.13
C 0.74065 0.62103 -1.23478  -0.03
C 1.51240 1.99471 -1.40360  -0.43
F 2.72004 1.91573 -0.69714  0.08
F 0.72991 3.10870 -1.05545  0.08
F 1.79046 2.12788 -2.79206  0.07
C -2.10761 -0.65125 0.97881  -0.20
N -1.89419 -1.30052 2.16314  0.22
N -3.42748 -0.07048 0.80158  -0.09
C -3.38471 1.41519 0.59031  -0.18
C -4.79415 2.15305 0.76374  -0.19
C -4.99667 3.14684 -0.48453  -0.10
C -4.24680 -0.79071 -0.21950  -0.12
C -3.69719 -0.71784 -1.71360  -0.14
F -4.64274 -1.19502 -2.69002  -0.08
H 2.48512 -1.99542 2.61345  0.08
H 0.12154 -2.06906 -1.16077  0.14
H -1.08529 -2.77600 -0.00839  0.14
H 0.45882 0.60263 1.05954  0.14
H -0.77053 1.52847 0.08590  0.12
H -0.01659 0.57252 -2.09616  0.15
H 1.48516 -0.22665 -1.32075  0.13
H -1.26786 -0.93683 2.89530  0.15
H -2.34531 -2.22847 2.24891  0.16
H -2.69842 1.83918 1.41194  0.14
H -2.85479 1.63428 -0.39254  0.10
H -5.65855 1.42780 0.91644  0.11
H -4.76251 2.81103 1.70223  0.12
H -5.12448 4.20799 -0.07021  0.09
H -5.87631 2.84484 -1.13718  0.08
H -4.08690 3.20387 -1.17189  0.07
H -4.35116 -1.87387 0.12034  0.14
H -5.31019 -0.36077 -0.24618  0.14
H -3.33699 0.30353 -2.04592  0.12
H -2.79459 -1.42110 -1.80417  0.11
O 0.32373 -5.13823 -2.90402  -0.26
P 1.45032 -6.09704 -3.27448  0.68
O 0.54881 -7.48409 -3.32052  -0.22
C -0.50820 -7.59803 -4.26303  -0.30
C 0.01851 -7.91029 -5.64928  -0.08
O 2.07521 -6.27411 -1.75328  -0.21
C 1.82196 -5.30478 -0.74961  -0.31
C 0.59823 -5.68312 0.06797  -0.07
O 2.79084 -7.02585 -3.77365  -0.18
C 3.34581 -6.81327 -5.06833  -0.30
C 3.31252 -5.36943 -5.52470  -0.09
H -1.11810 -6.69033 -4.27507  0.10
H -1.14803 -8.41795 -3.92708  0.12
H 0.56126 -7.05117 -6.05548  0.06
H -0.79987 -8.14457 -6.33386  0.08
H 0.70728 -8.75670 -5.62207  0.09
H 1.72304 -4.30771 -1.18732  0.08
H 2.69609 -5.27177 -0.09379  0.12
H -0.25982 -5.92578 -0.56080  0.07
H 0.31592 -4.86870 0.74093  0.04
H 0.80427 -6.57395 0.66708  0.08
H 2.83796 -7.45949 -5.78823  0.10
H 4.38541 -7.14885 -5.02606  0.13
H 2.28230 -5.00583 -5.62050  0.07
H 3.79622 -5.26630 -6.49821  0.09
H 3.82446 -4.72356 -4.80656  0.09
O 1.81567 5.30190 5.17206  -0.23
P 1.26242 5.63810 3.79439  0.67
O 1.51308 7.27306 3.85174  -0.22
C 2.83790 7.77106 3.97268  -0.29
C 3.57135 7.71823 2.64741  -0.08
O -0.33830 5.63083 4.20881  -0.23
C -0.78857 4.94438 5.37082  -0.31
C -0.82557 5.87565 6.56942  -0.07
O 0.69492 5.84600 2.19607  -0.19
C 1.45193 5.31826 1.11208  -0.30
C 2.14296 4.00600 1.42285  -0.10
H 3.38947 7.22576 4.74341  0.11
H 2.75916 8.81070 4.30021  0.12
H 3.76954 6.68078 2.36023  0.06
H 4.53010 8.23787 2.71120  0.08
H 2.97580 8.17529 1.85470  0.08
H -0.17310 4.06261 5.56541  0.10
H -1.79979 4.58077 5.16626  0.11
H 0.11052 6.42052 6.69577  0.07
H -1.02883 5.31732 7.48622  0.08
H -1.60786 6.62843 6.43944  0.08
H 2.17431 6.06706 0.77802  0.11
H 0.75480 5.16580 0.28424  0.11
H 2.88281 4.12537 2.22259  0.08
H 2.66087 3.63129 0.54256  0.06
H 1.41877 3.25530 1.75332  0.08

=====

[3]
Below is 2 unconnected molecules or ions with the total composition C2H7ClSi2 in a non-equilibrium geometry, with properties calculated with the ωB97M-V functional and the def2-TZVPD basis.

Summary:
SMILES = C=[SiH]Cl.C=[SiH2]
Gap between HOMO and LUMO (spin up / spin down) = 8.5927 / 8.5936 eV
E_tot = -1119.448583 a.u.
Relative energy (zero: lowest compared OMol25 entry of this formula, charge and spin) = 91.20 kcal per mole
HOMO energy (spin up / spin down) = -8.37 / -8.37 eV
LUMO level (spin up / spin down) = 0.22 / 0.22 eV

Last column: natural (NBO) charge in e.
CARTESIAN COORDINATES (ANGSTROEM)
C 0.88370 -0.36121 1.48281  -1.15
Si 0.29260 0.37791 2.98434  1.18
Cl -0.80594 2.04835 3.00448  -0.35
H 1.72361 -1.10558 1.45128  0.24
H 0.47019 -0.30803 0.48658  0.23
H 0.43740 -0.03257 4.38687  -0.15
C -1.18512 -0.27909 -1.66567  -1.05
Si 0.14575 -0.02979 -2.83797  0.88
H -2.28269 -0.32142 -1.93179  0.24
H -1.03589 -0.32670 -0.58884  0.21
H 1.54484 0.46987 -2.47593  -0.13
H -0.18844 -0.13173 -4.29616  -0.15